[1]
ORCA calculation (wB97M-V/def2-TZVPD) on a 2-piece molecular cluster, C5H11NO overall in a non-equilibrium geometry.

Its expectation value of S² is 0.763. The spin multiplicity is 2. The energy relative to the best compared isomer or geometry (same formula, charge and spin) is 441.4 kJ/mol. For the orbital gap (alpha / beta), the calculation gives 7.185 / 5.861 eV. As for the HOMO energy (alpha / beta): -3.2 / -3.1 eV. As for the net charge: -1.

Element x y z (Å)
1 N -0.2595 -0.7967 -1.3919
2 C -0.1059 -0.3115 -0.1192
3 C -0.6002 -0.8566 1.4724
4 C -1.3969 0.0134 0.6878
5 C -1.4196 1.4136 1.3848
6 C 1.3511 0.0871 0.2585
7 H 0.2901 -0.2986 -2.1348
8 H -0.3041 -1.7966 -1.5121
9 H -0.9003 -1.9072 1.5730
10 H -2.1893 -0.1426 -0.0328
11 H -1.9470 1.3438 2.3372
12 H -0.3651 1.5981 1.6430
13 H 1.8116 -0.9036 0.4485
14 H 1.9298 0.5632 -0.5265
15 H 1.3861 0.6416 1.2027
16 H 2.6186 -0.4072 -3.4012
17 H -1.8454 2.2465 0.8130
18 O 1.9461 -0.4868 -2.7024

For reference, the natural (NBO) charges in units of e are: -0.8593, 0.2422, -0.2981, -0.3411, -0.5956, -0.6302, 0.4769, 0.3756, 0.1308, 0.2034, 0.1888, 0.2201, 0.2127, 0.2435, 0.1868, 0.4069, 0.1906, -1.3541

---

[2]
ORCA calculation (wB97M-V/def2-TZVPD) on a 2-piece molecular cluster, C6H8N2O2 overall in a non-equilibrium geometry.

The spin multiplicity is 1. As for the SMILES: O=c1cc[nH]c(=O)[nH]1.C=C. The energy relative to the best compared isomer or geometry (same formula, charge and spin) is 210.8 kJ/mol. For the orbital gap, the calculation gives 9.982 eV. As for the HOMO energy: -9.5 eV.

Element x y z (Å)
1 O -2.9105 1.2745 -0.7420
2 C -2.0759 0.4622 -0.4134
3 C -1.9792 -0.1312 0.9028
4 C -1.1226 -1.1626 1.0708
5 N -0.1580 -1.5078 0.1682
6 C -0.0860 -0.8843 -1.0608
7 O 0.7508 -1.2122 -1.8589
8 N -1.1366 0.1480 -1.2529
9 H -2.5022 0.3346 1.7045
10 H -1.0733 -1.7351 2.0078
11 H 0.4040 -2.4151 0.2472
12 H -0.7539 0.8416 -1.9717
13 C 2.0401 0.3322 0.2209
14 C 2.2224 1.6735 0.2071
15 H 1.4019 0.0018 -0.4975
16 H 2.4336 -0.3864 0.8034
17 H 1.6029 2.2112 -0.4895
18 H 2.9424 2.1552 0.9542

For reference, the natural (NBO) charges in units of e are: -0.5888, 0.6117, -0.3722, 0.0649, -0.6209, 0.7921, -0.5899, -0.6363, 0.2478, 0.2171, 0.4397, 0.4409, -0.3543, -0.3883, 0.1600, 0.1807, 0.1945, 0.2015

---

[3]
ORCA calculation (wB97M-V/def2-TZVPD) on a 2-piece molecular cluster, CH5FNP overall in a non-equilibrium geometry.

The spin multiplicity is 1. As for the SMILES: [H]/P=N\F.C. The energy relative to the best compared isomer or geometry (same formula, charge and spin) is 320.9 kJ/mol. For the orbital gap, the calculation gives 10.070 eV. As for the HOMO energy: -10.7 eV.

Element x y z (Å)
1 H -0.2816 -1.7180 0.2736
2 P 0.8093 -2.6104 -0.0039
3 N 0.5056 -2.9970 -1.4678
4 F -0.7476 -2.6909 -2.0395
5 C 0.1348 0.5730 -0.0856
6 H 0.9542 0.2942 0.4589
7 H 0.1929 -0.0426 -1.0309
8 H 0.2223 1.5406 -0.3965
9 H -0.6818 0.4261 0.6074

For reference, the natural (NBO) charges in units of e are: -0.0778, 0.7618, -0.4372, -0.2510, -0.8461, 0.1999, 0.2168, 0.2172, 0.2163

---

[4]
ORCA calculation (wB97M-V/def2-TZVPD) on a 2-piece molecular cluster, C2H5O overall.

The spin multiplicity is 1. The energy relative to the best compared isomer or geometry (same formula, charge and spin) is 48.1 kJ/mol. For the orbital gap, the calculation gives 7.137 eV. As for the HOMO energy: -1.9 eV. As for the net charge: -1.

Element x y z (Å)
1 C 0.4505 -0.0326 0.1459
2 O -0.1471 -1.0943 0.4785
3 C 0.5724 0.6105 -1.0663
4 H -3.5653 1.4385 1.3910
5 H 0.0577 0.2837 -1.9642
6 H -3.4170 1.6080 2.1228
7 H 1.0704 0.4608 0.9338
8 H 0.9756 1.6182 -1.0677

For reference, the natural (NBO) charges in units of e are: 0.2523, -0.8070, -0.7977, 0.0141, 0.1578, -0.0148, 0.0392, 0.1560

---

[5]
ORCA calculation (wB97M-V/def2-TZVPD) on C2F6InO6S2 as an isolated structure in a non-equilibrium geometry.

The spin multiplicity is 1. The energy relative to the best compared isomer or geometry (same formula, charge and spin) is 422.4 kJ/mol. For the orbital gap, the calculation gives 3.161 eV. As for the HOMO energy: -14.5 eV. As for the net charge: +1.

Element x y z (Å)
1 In -1.4360 -0.3487 0.7760
2 C 3.7380 -1.4999 1.6317
3 F 3.6545 -0.4304 2.3749
4 F 4.1016 -1.1944 0.3954
5 F 4.6207 -2.3496 2.0925
6 S 2.0525 -2.3571 1.5913
7 O 1.1054 -1.4572 0.9302
8 O 2.3049 -3.5706 0.8475
9 O 1.7283 -2.6476 2.9658
10 C -2.5210 1.9917 -2.6396
11 F -3.6938 1.8436 -3.2229
12 F -1.7677 0.9359 -2.8329
13 F -1.9174 3.0739 -3.0056
14 S -2.9785 2.0610 -0.7183
15 O -1.6518 2.0987 -0.0844
16 O -3.8476 3.1616 -0.5478
17 O -3.4923 0.6889 -0.5538

For reference, the natural (NBO) charges in units of e are: 1.4654, 0.7898, -0.2735, -0.2824, -0.2625, 2.2353, -0.8441, -0.6742, -0.7424, 0.8390, -0.2696, -0.2876, -0.2531, 2.2615, -0.9556, -0.8120, -0.9340

---

[6]
ORCA calculation (wB97M-V/def2-TZVPD) on an isolated ion of composition C4H8NO2 and charge -1 in a non-equilibrium geometry.

The spin multiplicity is 1. As for the SMILES: O=CCCNC[O-]. The energy relative to the best compared isomer or geometry (same formula, charge and spin) is 347.0 kJ/mol. For the orbital gap, the calculation gives 6.267 eV. As for the HOMO energy: -2.6 eV. As for the net charge: -1.

Element x y z (Å)
1 O 3.5080 0.3414 -0.5635
2 C 2.4490 0.7999 -0.0365
3 C 1.3547 -0.1616 0.1948
4 C -0.0224 0.4173 -0.2433
5 N -1.1397 0.0076 0.7340
6 C -2.3792 -0.4840 -0.0120
7 O -2.1951 -1.6646 -0.7569
8 H 2.3586 1.8978 0.1254
9 H 1.6515 -0.9955 -0.4573
10 H 1.4468 -0.4860 1.1925
11 H -0.3886 0.0632 -1.2617
12 H 0.0791 1.5350 -0.2196
13 H -0.8286 -0.9313 1.0588
14 H -3.0491 -0.5956 0.9471
15 H -2.8452 0.2563 -0.7016

For reference, the natural (NBO) charges in units of e are: -0.5770, 0.4370, -0.5366, -0.2422, -0.6854, 0.0939, -0.9789, 0.1219, 0.2418, 0.2297, 0.2268, 0.1536, 0.3405, 0.0721, 0.1026

---

[7]
ORCA calculation (wB97M-V/def2-TZVPD) on a 2-piece molecular cluster, C3H10N2O overall in a non-equilibrium geometry.

The spin multiplicity is 1. As for the SMILES: C/C(N)=C/N.O. The energy relative to the best compared isomer or geometry (same formula, charge and spin) is 256.5 kJ/mol. For the orbital gap, the calculation gives 8.029 eV. As for the HOMO energy: -7.3 eV.

Element x y z (Å)
1 C 0.2229 -2.0952 -0.2241
2 C 0.8186 -0.7472 0.0097
3 N 2.3000 -0.9096 -0.1341
4 C 0.3254 0.1322 0.8659
5 N 1.0568 1.2628 1.3651
6 H -0.5507 -2.1909 -1.1344
7 H -0.4794 -2.3307 0.6476
8 H 0.9477 -2.8277 -0.3770
9 H 2.7255 -1.8069 -0.3462
10 H 2.6640 -0.0034 -0.0737
11 H -0.6969 -0.0429 1.1874
12 H 0.3278 2.0467 1.4034
13 H 1.8624 1.4996 0.7430
14 O -3.6820 2.4330 -1.5935
15 H -3.2909 3.2387 -1.1624
16 H -4.5511 2.3414 -1.1766

For reference, the natural (NBO) charges in units of e are: -0.6258, 0.0897, -0.8906, -0.0819, -0.8230, 0.2106, 0.2151, 0.2026, 0.4054, 0.3688, 0.1950, 0.3744, 0.3597, -0.9368, 0.4686, 0.4682

---

[8]
ORCA calculation (wB97M-V/def2-TZVPD) on a 9-piece molecular cluster, C22H61O10S9 overall in a non-equilibrium geometry.

The spin multiplicity is 1. For the orbital gap, the calculation gives 7.031 eV. As for the HOMO energy: -10.0 eV. As for the net charge: +1.

Element x y z (Å)
1 C 4.6327 1.3609 -2.7368
2 C 4.2769 0.6637 -4.0420
3 O 3.2993 -0.3676 -3.8524
4 C 2.0483 -0.0645 -4.3289
5 O 1.6420 -0.5605 -5.3700
6 C 1.1777 0.8483 -3.4791
7 C 0.8736 2.2369 -4.0656
8 C 1.6884 3.3889 -3.4563
9 S 2.9163 4.2247 -4.4996
10 H 3.7276 1.6391 -2.1895
11 H 5.2513 2.2474 -2.9139
12 H 5.2126 0.6871 -2.1068
13 H 5.1591 0.1782 -4.4655
14 H 3.8911 1.3644 -4.7952
15 H 1.5287 0.9565 -2.4552
16 H 0.2196 0.3197 -3.4459
17 H -0.1580 2.4787 -3.7989
18 H 0.8940 2.2110 -5.1605
19 H 1.0417 4.2216 -3.1718
20 H 2.2345 3.1062 -2.5544
21 H 2.4724 3.9341 -5.7332
22 H 3.9659 3.3875 -4.4535
23 C -0.2678 0.2452 0.2061
24 S -0.6162 1.8056 -0.6014
25 O 0.7135 2.4063 -0.9782
26 C -1.1944 2.6680 0.8469
27 H 0.1645 -0.4288 -0.5313
28 H 0.4341 0.4142 1.0221
29 H -1.2012 -0.1707 0.5831
30 H -0.4237 2.6607 1.6141
31 H -2.0889 2.1764 1.2229
32 H -1.4273 3.6907 0.5575
33 C -2.7899 3.8494 5.7217
34 S -2.6969 2.3335 4.7657
35 O -1.5992 2.5347 3.7660
36 C -4.2335 2.5715 3.8847
37 H -1.8865 3.9106 6.3246
38 H -2.8467 4.7042 5.0478
39 H -3.6663 3.8066 6.3705
40 H -4.1968 3.5193 3.3452
41 H -5.0443 2.5577 4.6076
42 H -4.3523 1.7333 3.2029
43 C -3.4687 -2.6141 4.9884
44 S -5.0094 -1.7016 4.8728
45 O -4.6322 -0.2553 4.8998
46 C -5.5816 -2.0571 6.5273
47 H -2.9222 -2.4626 4.0599
48 H -2.8894 -2.2326 5.8288
49 H -3.6898 -3.6733 5.1177
50 H -4.8514 -1.6804 7.2397
51 H -5.7336 -3.1292 6.6548
52 H -6.5204 -1.5333 6.6793
53 C -6.7207 1.3315 10.9666
54 S -5.7455 0.8328 9.5492
55 O -6.3664 -0.4164 9.0147
56 C -4.3031 0.3211 10.4879
57 H -7.6989 1.6286 10.5949
58 H -6.8157 0.4921 11.6551
59 H -6.2403 2.1815 11.4501
60 H -4.5863 -0.4534 11.2006
61 H -3.8851 1.1866 11.0014
62 H -3.5754 -0.0712 9.7808
63 C 5.3604 -4.5375 -7.2656
64 S 4.9998 -2.8746 -7.8225
65 O 6.2940 -2.1421 -7.9198
66 C 4.2249 -2.3058 -6.3084
67 H 5.8903 -5.0428 -8.0686
68 H 5.9789 -4.4849 -6.3690
69 H 4.4255 -5.0631 -7.0769
70 H 4.9308 -2.4002 -5.4822
71 H 3.3225 -2.8827 -6.1106
72 H 3.9554 -1.2636 -6.4530
73 C 3.4700 -3.8243 -11.1152
74 S 3.3789 -5.6113 -11.0056
75 O 3.9451 -5.9595 -9.6721
76 C 4.6612 -5.9515 -12.2141
77 H 2.7760 -3.4245 -10.3791
78 H 4.4845 -3.5120 -10.8690
79 H 3.1875 -3.4848 -12.1116
80 H 5.5867 -5.4681 -11.9023
81 H 4.3424 -5.5882 -13.1909
82 H 4.7975 -7.0300 -12.2496
83 C 9.1423 -1.3094 -1.3982
84 S 7.5907 -0.4123 -1.4389
85 O 7.8999 1.0158 -1.1649
86 C 6.9137 -1.0998 0.0764
87 H 9.7321 -0.9810 -2.2510
88 H 9.6646 -1.0762 -0.4710
89 H 8.9437 -2.3779 -1.4768
90 H 7.5960 -0.8922 0.9001
91 H 6.7675 -2.1728 -0.0462
92 H 5.9561 -0.6164 0.2598
93 C -9.3029 3.2030 5.3015
94 S -9.0372 2.5185 6.9412
95 O -7.8555 3.2205 7.5161
96 C -8.4574 0.9020 6.4170
97 H -9.6238 4.2350 5.4270
98 H -8.3740 3.1686 4.7390
99 H -10.0820 2.6337 4.7948
100 H -7.5685 1.0095 5.7931
101 H -9.2545 0.3918 5.8745
102 H -8.2024 0.3463 7.3194

Results of the Mulliken charge analysis, in e, for atoms 1 through 99: -0.2305, -0.1474, -0.3016, -0.1893, -0.5211, 0.0298, -0.6328, -0.4679, -0.0087, -0.0090, 0.4679, -0.4664, 0.4768, 0.1889, 0.1739, 0.4829, 0.2852, 0.5915, 0.5885, 0.1895, 0.2712, 0.2358, -1.0196, 0.4540, -0.6383, -0.9295, 0.3111, 0.3358, 0.4251, 0.3306, 0.3031, 0.4014, -1.0142, 0.5264, -0.6334, -1.0538, 0.3347, 0.3185, 0.3691, 0.4559, 0.3683, 0.2837, -0.9643, 0.3686, -0.4172, -0.5950, 0.3004, 0.2883, 0.3991, 0.1307, 0.4512, 0.0681, -1.0006, 0.6952, -0.6326, -1.0504, 0.2702, 0.3376, 0.3845, 0.3197, 0.3864, 0.3130, -1.0316, 0.6536, -0.7088, -0.9938, 0.3106, 0.4343, 0.3516, 0.3130, 0.4102, 0.1909, -0.8159, 0.4482, -0.5622, -0.9077, 0.2769, 0.2237, 0.4064, 0.2807, 0.3617, 0.3243, -1.0306, 0.6560, -0.6361, -0.9828, 0.3271, 0.3375, 0.3620, 0.3644, 0.3497, 0.3084, -0.8600, 0.4662, -0.5893, -0.6505, 0.3349, 0.1954, 0.3543

---

Electronic energy, record by record: -8895.5873; -13425.1888; -14610.5574; -4201.2967; -57493.2457; -9861.1907; -8298.8457; -141781.7736 eV